The following is a DFT calculation (ωB97M-V with the def2-TZVPD basis set) of a molecular structure, C31H68BBeClInNNaO10.

XYZ file:
```
115
Properties=species:S:1:pos:R:3:forces:R:3
C 3.74287 2.34120 2.80148 -0.083 -0.162 0.082
C 4.45076 1.07807 2.06999 -0.970 2.136 -0.786
C 3.75664 0.97496 0.58097 0.954 -1.431 0.752
C 4.83027 0.80967 -0.59425 -1.276 0.304 -1.091
C 5.10109 2.18498 -1.41192 1.526 -0.956 0.500
C 5.26649 3.46287 -0.46912 0.284 0.753 -0.481
C 4.25405 4.67317 -0.75901 1.378 1.019 0.818
In 2.16198 4.08099 -1.33666 0.304 -0.932 0.360
C 0.81428 3.47381 0.36550 -0.987 -1.407 0.122
C -0.00890 2.18418 -0.15567 1.400 1.572 -0.926
O -0.99905 1.72008 0.80695 -1.404 -0.339 -2.035
C -2.06962 1.19867 -0.00547 0.376 -2.078 -0.871
O -1.82811 0.23506 -0.75570 -1.033 2.889 2.082
C -3.47885 1.95187 0.11187 1.456 0.629 0.517
C -3.20475 3.37741 0.80848 -0.627 -0.814 0.026
C 1.07695 5.78837 -2.43795 -1.866 2.794 -0.058
B -0.37384 5.17190 -2.87648 -0.908 -1.695 -0.293
O -1.63583 5.68617 -2.42498 2.192 -1.203 0.271
O -0.41534 4.05829 -3.81527 0.016 1.461 1.769
H 4.32042 2.66041 3.73185 -0.939 -0.508 -1.148
H 2.65033 2.09084 3.05259 1.673 0.282 -0.165
H 3.67640 3.24780 2.09962 0.350 -1.447 0.926
H 5.56862 1.31046 1.95892 -1.583 -0.724 0.300
H 4.24454 0.15596 2.72086 0.530 1.591 -0.472
H 3.05053 1.84306 0.40810 0.866 -1.120 0.237
H 3.12090 0.00990 0.60165 0.415 1.399 -0.254
H 5.79345 0.32871 -0.22562 -1.109 0.705 -0.333
H 4.35150 0.10435 -1.36826 0.887 0.822 1.110
H 6.11686 2.01049 -1.92456 -1.509 0.284 0.598
H 4.35250 2.29875 -2.25429 0.702 0.013 1.347
H 6.32406 3.87791 -0.65369 -1.479 -0.617 0.381
H 5.22562 3.24016 0.64768 -0.017 -0.102 -1.547
H 4.16566 5.26322 0.22703 -0.081 -0.707 -1.436
H 4.76141 5.40501 -1.48446 -0.970 -1.123 0.848
H 2.20427 2.70508 -2.52676 -0.216 0.365 0.281
H 1.47767 3.12620 1.21984 -0.882 0.639 -0.764
H 0.10865 4.29873 0.71659 1.012 -1.118 -0.387
H -0.56038 2.48584 -1.12180 0.725 -0.383 1.306
H 0.72245 1.36300 -0.49154 -1.136 0.948 0.711
H -3.86078 2.17107 -0.93699 0.437 -0.795 1.284
H -4.18487 1.27930 0.71777 0.980 0.965 -1.015
H -2.38374 3.92338 0.22919 -1.212 -0.648 0.955
H -2.89642 3.20399 1.88971 -0.251 0.442 -1.490
H -4.18237 3.95744 0.79332 1.354 -0.527 -0.009
H 0.94497 6.67710 -1.70043 0.363 -1.557 -1.602
H 1.60055 6.08142 -3.40226 0.089 -0.510 1.454
H -1.63873 5.63034 -1.44461 -0.007 0.710 -0.654
H -0.27741 3.21674 -3.33244 0.135 0.604 -0.551
Na 4.14650 -1.64429 2.00609 -0.053 -0.295 -0.271
O 0.81898 7.28113 0.50709 0.135 -1.036 0.051
H 0.86566 8.08736 -0.04904 0.089 -0.360 -0.070
C -6.38253 -2.51738 -0.71164 -0.102 -0.167 -0.356
C -4.86880 -2.42135 -0.87391 -0.379 -0.381 -2.694
C -4.41295 -2.41699 -2.33781 0.054 -0.046 0.065
C -4.69799 -3.63521 -3.20424 -0.020 0.348 -0.149
N -4.02864 -4.95800 -2.82413 0.119 -0.900 -1.067
C -4.74627 -5.72290 -1.71944 0.025 0.207 0.122
C -6.00543 -6.27489 -2.36191 -0.419 0.207 0.239
C -5.65139 -6.52136 -3.82074 -0.342 -0.103 -0.580
C -4.26184 -5.93496 -4.02445 -0.596 0.036 0.767
C -2.51305 -4.83862 -2.62045 -0.414 -0.357 0.780
C -2.03623 -4.50917 -1.19809 0.681 0.155 0.094
C -1.32892 -3.15945 -1.06083 -0.245 0.270 0.267
H -6.79102 -3.41376 -1.19276 -0.091 -0.001 -0.123
H -6.64511 -2.55969 0.34242 -0.031 -0.022 -0.185
H -6.87682 -1.64198 -1.14468 0.013 -0.092 -0.040
H -4.38271 -3.20992 -0.30825 0.093 -0.066 -0.368
H -4.52425 -1.46513 -0.40237 -0.097 -0.606 -1.625
H -3.35006 -2.17440 -2.39838 0.026 -0.058 0.015
H -4.90648 -1.56823 -2.82706 -0.054 -0.206 -0.170
H -4.33472 -3.40177 -4.21159 0.044 -0.229 0.035
H -5.77211 -3.81000 -3.28854 0.100 -0.237 0.137
H -4.08457 -6.53462 -1.40507 0.079 0.184 -0.064
H -4.96057 -5.07279 -0.87582 0.163 0.056 -0.068
H -6.82095 -5.55036 -2.29648 0.110 -0.073 0.119
H -6.35034 -7.18039 -1.86094 0.138 0.114 0.055
H -6.37943 -6.04687 -4.48259 0.085 -0.070 0.046
H -5.65350 -7.58728 -4.05836 0.097 0.149 -0.059
H -4.13578 -5.39289 -4.98776 -0.654 -0.508 0.925
H -3.51974 -6.73344 -3.95934 0.117 0.307 -0.019
H -2.13928 -4.14475 -3.37595 -0.111 0.128 0.223
H -2.10048 -5.82213 -2.85876 -0.269 0.104 -0.193
H -1.29032 -5.26850 -0.93683 -0.225 -0.095 -0.123
H -2.81262 -4.60450 -0.43872 -0.079 0.042 -0.177
H -0.80950 -2.87387 -1.97797 0.004 -0.030 0.022
H -0.59040 -3.20312 -0.25685 -0.070 -0.004 -0.061
H -2.02515 -2.36416 -0.79373 0.118 0.051 -0.062
Be -2.61584 -4.75952 -5.60316 1.377 0.690 -1.335
C 0.33293 12.02099 1.36188 -0.370 0.640 0.472
C 1.72542 11.50565 1.56642 0.589 0.369 0.526
O 1.69170 10.23671 0.92501 -0.572 -0.102 -0.590
C 0.69315 10.27835 0.00720 -0.035 0.253 -0.102
O 0.50194 9.43154 -0.82300 -0.014 0.972 0.094
O -0.06097 11.39718 0.14554 0.398 -0.710 -0.286
H 0.29837 13.10700 1.27101 -0.102 -0.141 -0.183
H -0.35055 11.70924 2.15640 0.041 -0.025 -0.074
H 2.47926 12.12907 1.07758 -0.058 -0.061 -0.011
H 1.98174 11.40199 2.62113 0.022 -0.204 -0.152
C 5.43900 -7.82080 4.02917 -0.022 -0.195 0.123
O 5.03892 -7.71321 5.38708 0.048 0.369 -0.297
C 5.30464 -6.42249 5.93063 -0.410 -0.389 0.292
C 4.03113 -5.59273 6.02837 0.433 0.247 -0.161
O 3.54107 -5.23870 4.73419 -0.106 -0.148 -0.044
C 2.42266 -6.02597 4.34662 -0.010 0.069 -0.036
H 5.05790 -8.76487 3.63576 0.030 0.054 0.132
H 5.03622 -7.00351 3.42425 0.029 0.024 0.008
H 6.53145 -7.82916 3.96046 -0.003 0.046 -0.105
H 6.06874 -5.90009 5.34579 -0.073 0.018 -0.028
H 5.69951 -6.57882 6.93857 0.007 0.076 0.004
H 4.25993 -4.65718 6.54803 -0.002 -0.039 0.053
H 3.26492 -6.12011 6.60625 0.082 -0.031 -0.100
H 1.54654 -5.74805 4.94008 -0.039 -0.105 -0.013
H 2.62351 -7.09401 4.46153 -0.007 0.043 0.034
H 2.21058 -5.82353 3.29509 0.055 0.050 0.061
Cl -4.63288 -1.73271 1.32216 0.814 1.396 5.611
```
Positions in Å, forces in eV/Å.

E_tot (eV): -78382.1993
HOMO level (Ha): -0.288
2S+1: 1
Charge: +1